Record 1
C21H12F3IN3O2PdS4 as an isolated structure. Source: the OMol25 dataset; level of theory: wB97M-V/def2-TZVPD.

Each line ends with the Löwdin charge.
Cartesian coordinates (Å):
Pd (-1.86211, -0.79627, 0.30823)  0.47
F (4.19480, 0.64127, 2.52958)  0.11
C (2.86840, 0.48576, 2.31538)  -0.61
F (2.37461, -0.08053, 3.43395)  0.12
F (2.35583, 1.71982, 2.23254)  0.13
C (2.60478, -0.33789, 1.08713)  -0.15
C (3.67554, -0.78031, 0.33522)  -0.04
C (3.44649, -1.48523, -0.83589)  -0.08
C (2.12779, -1.72729, -1.18357)  -0.15
N (1.08568, -1.34655, -0.45766)  0.05
C (1.28870, -0.64815, 0.66614)  -0.65
S (-0.10215, -0.16948, 1.60066)  0.64
H (4.68265, -0.54471, 0.65094)  0.12
H (4.26038, -1.82867, -1.45924)  0.09
H (1.88873, -2.27023, -2.09276)  0.10
I (-8.76256, -6.30485, 0.54766)  0.82
C (-7.08372, -5.05875, 0.47391)  -0.74
C (-6.05468, -5.24938, 1.38448)  -0.15
C (-4.94567, -4.41922, 1.33081)  -0.01
C (-4.86751, -3.41339, 0.37644)  -0.13
C (-5.90551, -3.23617, -0.52878)  -0.01
C (-7.02169, -4.05777, -0.48366)  -0.15
C (-3.66706, -2.51894, 0.33305)  -0.61
O (-2.77511, -2.63058, 1.21412)  -0.08
O (-3.57413, -1.65457, -0.59152)  -0.13
H (-6.11765, -6.03383, 2.12603)  0.09
H (-4.12792, -4.53587, 2.02914)  0.12
H (-5.82518, -2.44695, -1.26432)  0.12
H (-7.83301, -3.91971, -1.18512)  0.09
S (0.91835, 5.53275, 1.35131)  0.54
C (0.44692, 4.19655, 0.48596)  -1.11
S (-1.10058, 3.43424, 0.65315)  0.97
C (-0.64827, 2.20101, -0.49260)  -1.12
N (0.53883, 2.35336, -0.96406)  0.04
N (1.14563, 3.46880, -0.42606)  -0.14
C (2.49718, 3.67682, -0.82799)  -0.20
C (2.98581, 4.95092, -1.08048)  -0.05
C (4.30408, 5.10142, -1.48480)  -0.09
C (5.12448, 3.99430, -1.64618)  -0.10
C (4.61711, 2.72410, -1.41223)  -0.08
C (3.30280, 2.56034, -1.00610)  -0.01
S (-1.77800, 1.00210, -1.06811)  0.52
H (2.34457, 5.80785, -0.94921)  0.07
H (4.68867, 6.09495, -1.67675)  0.10
H (6.15301, 4.12024, -1.96039)  0.09
H (5.24404, 1.85122, -1.54696)  0.10
H (2.88663, 1.57752, -0.84140)  0.09

## Properties
* charge: -1
* HOMO-LUMO gap: 7.1 eV
* E_LUMO: 1.85 eV
* F_max: 0.2 eV Å⁻¹
* E: -93615.57250 eV

Record 2
C21H13AuCl2N2O6 as an isolated structure. Source: the OMol25 dataset; level of theory: wB97M-V/def2-TZVPD.

Each line ends with the Löwdin charge.
Cartesian coordinates (Å):
Au (-0.24347, 0.20922, -0.10454)  1.42
O (-2.72306, 1.89051, 2.49185)  0.12
C (-2.16386, 1.14125, 1.73820)  -0.52
O (-0.85405, 1.22155, 1.48309)  -0.16
C (-2.84527, -0.00979, 1.05353)  -0.17
C (-4.13777, -0.39955, 1.29689)  0.02
C (-4.57558, -1.58983, 0.71827)  -0.01
C (-3.68866, -2.36988, 0.00370)  0.03
C (-2.37560, -1.94413, -0.18263)  -0.12
N (-2.02942, -0.74579, 0.28014)  0.03
C (-1.27965, -2.89138, -0.73170)  -0.66
O (-1.70835, -3.89817, -1.29041)  0.02
O (-0.13074, -2.55890, -0.37048)  -0.11
H (-4.75759, 0.21379, 1.93519)  0.13
H (-5.59272, -1.92427, 0.87473)  0.12
H (-3.94636, -3.33722, -0.40442)  0.13
Cl (5.30858, 1.02779, 1.62014)  0.74
C (4.89857, -0.59195, 2.08717)  -0.58
C (5.75286, -1.23180, 2.97150)  -0.11
C (5.56813, -2.57043, 3.26027)  -0.07
C (4.55304, -3.27862, 2.64249)  -0.09
C (3.68955, -2.63210, 1.77505)  -0.59
Cl (2.44729, -3.51682, 0.98907)  0.80
C (3.80571, -1.26019, 1.51830)  -0.27
N (2.90879, -0.63603, 0.62010)  0.10
C (2.25265, 0.54406, 0.83330)  -0.25
C (2.13431, 1.10456, 2.11982)  -0.04
C (1.60258, 2.35515, 2.28577)  -0.03
C (1.15171, 3.13127, 1.20050)  -0.07
C (1.19696, 2.60497, -0.04640)  -0.05
C (1.72193, 1.28287, -0.30050)  -0.28
C (2.22677, 0.96483, -1.68867)  -0.06
C (1.43289, -0.06757, -2.46761)  -0.61
O (1.82742, -0.52172, -3.50555)  0.12
O (0.26074, -0.35602, -1.94050)  -0.16
H (6.57792, -0.67654, 3.39445)  0.11
H (6.23569, -3.07023, 3.94874)  0.11
H (4.41298, -4.33431, 2.82571)  0.11
H (2.58565, -1.22145, -0.14213)  0.13
H (2.46981, 0.52869, 2.97004)  0.13
H (1.51458, 2.75665, 3.28704)  0.13
H (0.74167, 4.11621, 1.37047)  0.12
H (0.86583, 3.18059, -0.90163)  0.13
H (3.26676, 0.63237, -1.64875)  0.14
H (2.20781, 1.87022, -2.29654)  0.13

## Properties
* HOMO-LUMO gap: 6.3 eV
* E_LUMO: -2.48 eV
* F_max: 1.1 eV Å⁻¹
* E: -65989.10068 eV

Record 3
A single C21H13Cl3N4O2 molecule. Source: the OMol25 dataset; level of theory: wB97M-V/def2-TZVPD.

Each line ends with the Löwdin charge.
Cartesian coordinates (Å):
O (1.12575, -2.62620, 1.87270)  0.14
C (1.61475, -1.58278, 2.07501)  -0.41
C (3.07310, -1.70938, 2.25393)  -0.10
C (3.85858, -2.44198, 1.42396)  -0.58
Cl (3.14768, -3.15544, -0.05755)  0.70
N (5.14537, -2.72541, 1.69095)  0.08
C (5.66454, -2.28945, 2.84765)  -0.16
N (4.93420, -1.60222, 3.73132)  0.15
C (3.64613, -1.29628, 3.43617)  -0.23
O (3.17790, -0.60068, 4.54094)  0.01
C (2.11651, 0.34166, 4.30059)  -0.13
C (0.82780, -0.05381, 3.61930)  -0.13
N (0.93499, -0.32024, 2.17884)  -0.02
C (-0.05754, 0.04641, 1.19651)  -0.20
C (0.37896, 0.85413, 0.08986)  0.01
C (-0.48972, 1.24143, -0.98609)  0.04
C (-1.71256, 0.48700, -1.00178)  -0.17
C (-1.97786, -0.45108, -0.00364)  -0.21
C (-3.18176, -1.11084, -0.29824)  -0.01
C (-3.56665, -0.75872, -1.55621)  0.04
N (-2.73760, 0.39636, -1.90427)  -0.04
C (-2.64080, 1.02519, -3.08026)  -0.27
C (-2.03594, 0.50115, -4.22642)  0.00
C (-1.88832, 1.29623, -5.36301)  -0.09
C (-2.34647, 2.59893, -5.44121)  -0.11
C (-2.93978, 3.10442, -4.30222)  -0.73
Cl (-3.75845, 4.60304, -4.36643)  0.70
C (-3.05728, 2.39753, -3.17748)  -0.60
Cl (-3.81654, 3.13838, -1.80650)  0.71
C (-1.27654, -0.55912, 1.14014)  0.03
H (6.59401, -2.67071, 3.19537)  0.10
H (2.51389, 1.23679, 3.76325)  0.15
H (1.75563, 0.63824, 5.21542)  0.10
H (0.33471, -0.88356, 4.05083)  0.12
H (0.03704, 0.66949, 3.65400)  0.13
H (1.38783, 1.18892, 0.15009)  0.09
H (-0.01066, 1.81501, -1.82895)  0.13
H (-3.53612, -1.92045, 0.24177)  0.09
H (-4.30063, -1.18550, -2.21409)  0.12
H (-1.56138, -0.47078, -4.23305)  0.12
H (-1.28204, 0.81334, -6.25013)  0.15
H (-2.33303, 3.22433, -6.38602)  0.13
H (-1.76167, -1.20333, 1.81494)  0.12

## Properties
* HOMO-LUMO gap: 8.9 eV
* E_LUMO: 0.35 eV
* F_max: 4.7 eV Å⁻¹
* SMILES string: O=C1c2c(Cl)ncnc2OCCN1c1ccc2c(ccn2-c2cccc(Cl)c2Cl)c1
* E: -69607.71775 eV

Record 4
C21H13NO4SV as an isolated structure. Source: the OMol25 dataset; level of theory: wB97M-V/def2-TZVPD.

Each line ends with the Mulliken spin population.
Cartesian coordinates (Å):
V (1.39733, -0.32373, 0.21736)  2.00
S (-1.62144, -2.04010, -2.44897)  0.02
C (-0.87770, -3.39018, -1.62691)  -0.01
C (-1.10027, -4.75137, -1.78914)  0.00
C (-0.31848, -5.62480, -1.05745)  0.00
C (0.66189, -5.16180, -0.17509)  0.01
C (0.87660, -3.81025, -0.00403)  0.00
C (0.09927, -2.91805, -0.74257)  0.01
N (0.21509, -1.53567, -0.73188)  -0.08
C (-0.60892, -0.94995, -1.58321)  0.04
C (-0.47828, 0.48743, -1.74196)  -0.01
C (-1.25689, 1.28639, -2.57455)  -0.01
C (-0.97749, 2.63879, -2.66888)  0.04
C (0.06609, 3.19423, -1.93705)  -0.02
C (0.84661, 2.39840, -1.10507)  0.05
C (0.58437, 1.04183, -0.99412)  -0.14
H (-1.85166, -5.11682, -2.47569)  0.00
H (-0.46477, -6.68965, -1.17562)  0.00
H (1.26328, -5.87553, 0.37068)  0.00
H (1.63191, -3.43930, 0.68194)  0.01
H (-2.06663, 0.84972, -3.14832)  0.00
H (-1.56667, 3.26850, -3.32149)  0.00
H (0.28409, 4.25037, -2.02509)  0.00
H (1.66034, 2.84015, -0.54300)  0.00
O (3.29509, -0.73583, -2.03457)  0.13
C (2.62622, -0.60134, -1.14036)  0.00
O (-0.66710, 0.00951, 1.53027)  0.01
C (-0.60276, 1.31082, 2.03471)  0.00
C (-1.68262, 2.17248, 2.01870)  0.00
C (-1.50746, 3.47009, 2.47838)  0.00
C (-0.27384, 3.89671, 2.94535)  0.00
C (0.80292, 3.02119, 2.97212)  0.00
C (0.63020, 1.72400, 2.52178)  0.00
C (1.70585, 0.67692, 2.42999)  0.01
O (1.91147, -0.17293, 3.25521)  0.00
O (2.30549, 0.67140, 1.23751)  -0.06
H (-1.57069, -0.31317, 1.59762)  0.00
H (-2.64541, 1.83632, 1.65032)  0.00
H (-2.34548, 4.15382, 2.46864)  0.00
H (-0.14660, 4.91488, 3.28615)  0.00
H (1.76705, 3.33651, 3.34832)  0.00

## Properties
* charge: +1
* HOMO-LUMO gap (alpha / beta): 8.0 / 7.4 eV
* E_LUMO (alpha / beta): -3.90 / -4.64 eV
* F_max: 4.3 eV Å⁻¹
* spin multiplicity: 3
* E: -68184.84359 eV

Question: What is the E in the first record?
Answer: -93615.57250 eV

Question: Look up the E of the fourth one.
Answer: -68184.84359 eV

Question: What is the formula in the first record?
Answer: C21H12F3IN3O2PdS4

Question: Which value of E does entry 1 give?
Answer: -93615.57250 eV